#P
Formula: C2H8NOSi
Source: the Open Molecules 2025 dataset
Level of theory: the ωB97M-V functional and the def2-TZVPD basis

XYZ file:
```
13
Properties=species:S:1:pos:R:3:lowdin_charge:R:1
C 0.1512 0.8868 -1.4954 -0.234
Si 0.5269 0.4003 0.3423 0.286
C -1.0521 0.0617 1.3411 -0.209
N 0.5449 -1.6536 -0.2516 -0.149
O 1.4826 1.3678 1.1250 -0.482
H 0.7617 0.4226 -2.2864 -0.002
H -0.8485 0.5440 -1.6943 -0.020
H 0.1093 2.0300 -1.5744 0.024
H -0.8931 0.2086 2.4059 0.008
H -1.9549 0.3902 1.0200 -0.042
H -1.2402 -1.0151 1.3154 -0.004
H 1.0414 -1.9713 0.5495 -0.084
H 1.3707 -1.6719 -0.7971 -0.091
```

The value obtained for the HOMO energy is -0.1539 Eh. Its SMILES is C[Si](C)(N)[O-]. The calculation puts the HOMO-LUMO gap at 8.61 eV. The value obtained for the LUMO energy is 0.162 Ha. Its charge is -1.

***

#Q
Formula: C2H8NOSi
Source: the Open Molecules 2025 dataset
Level of theory: the ωB97M-V functional and the def2-TZVPD basis

XYZ file:
```
13
Properties=species:S:1:pos:R:3:lowdin_charge:R:1
C 1.0008 0.5853 -1.2504 -0.230
C -0.4622 0.4747 1.6055 -0.250
N -1.4972 -0.9850 -0.6630 -0.208
O -0.8058 -2.0029 0.1669 -0.397
Si 0.0570 -0.5623 0.1766 0.132
H 1.0279 -0.0097 -2.1429 -0.030
H 0.4426 1.4516 -1.4517 -0.043
H 1.9623 0.9902 -0.9178 -0.013
H -0.7277 -0.0675 2.5081 0.006
H 0.2537 1.2763 1.7778 -0.003
H -1.3914 1.0263 1.2092 0.034
H -1.2379 -1.2272 -1.7530 0.050
H 1.3779 -0.9500 0.7347 -0.049
```

The value obtained for the HOMO energy is -0.1080 Eh. The calculation puts the HOMO-LUMO gap at 7.44 eV. The value obtained for the LUMO energy is 0.166 Ha. Its charge is -1.

***

Last place for stability: #Q

***

#P
Formula: C4H6O2P
Source: the Open Molecules 2025 dataset
Level of theory: the ωB97M-V functional and the def2-TZVPD basis

XYZ file:
```
13
Properties=species:S:1:pos:R:3:lowdin_charge:R:1
C -1.6681 -0.9773 2.0888 -0.164
C -1.0928 -0.7816 0.8923 -0.514
C 2.2120 1.6024 -2.1736 -0.767
C 0.2514 -0.6122 0.6913 -0.548
O 2.4347 2.4115 -1.3864 0.062
O 2.3905 1.1303 -3.1977 0.112
P 0.6094 0.2949 -0.8417 0.792
H -2.8638 -1.0563 2.3381 0.044
H -1.2161 -0.9795 3.1137 0.011
H -1.6862 -1.0753 0.0155 0.075
H 0.9022 -0.2106 1.5685 0.042
H -0.6219 1.0476 -1.3118 -0.067
H 0.3487 -0.7941 -1.7971 -0.080
```

The value obtained for the HOMO energy is -0.0845 Eh. The calculation puts the HOMO-LUMO gap at 5.97 eV. The value obtained for the LUMO energy is 0.135 Ha. Its charge is -1.

***

#Q
Formula: C4H6O2P
Source: the Open Molecules 2025 dataset
Level of theory: the ωB97M-V functional and the def2-TZVPD basis

XYZ file:
```
13
Properties=species:S:1:pos:R:3:lowdin_charge:R:1
C 0.8896 -0.0685 -0.8089 -0.234
C -0.3303 0.1001 -1.1472 -0.210
C 0.2821 1.1620 1.1466 -0.272
C 1.3603 0.2417 0.6082 -0.275
O -2.3349 1.6954 0.3104 -0.389
O -1.8360 -2.4204 0.2634 -0.627
P -1.1614 0.8311 0.3330 0.803
H 1.5809 -0.3469 -1.6020 0.099
H -0.6701 -0.1338 -2.1528 0.079
H 0.1340 1.2602 2.1979 0.021
H 1.5232 -0.5914 1.1450 0.056
H 2.4300 0.6597 0.4377 0.127
H -1.8675 -2.3890 -0.7311 -0.178
```

The value obtained for the HOMO energy (spin up / spin down) is -0.1084 / -0.1083 Eh. The calculation puts the HOMO-LUMO gap (spin up / spin down) at 6.52 / 6.52 eV. The value obtained for the LUMO energy (spin up / spin down) is 0.131 / 0.131 Ha. Its charge is -1.

***

Last place for stability: #Q

***

#P
Formula: C20H22N2O4
Source: the Open Molecules 2025 dataset
Level of theory: the ωB97M-V functional and the def2-TZVPD basis

XYZ file:
```
48
Properties=species:S:1:pos:R:3:lowdin_charge:R:1
C 3.8874 5.6723 -3.0799 -0.096
O 3.8375 5.2077 -1.7489 -0.199
C 2.7069 4.4124 -1.4809 -0.132
C 2.8110 2.9881 -2.0456 -0.469
O 1.8483 2.3685 -2.4435 0.086
N 4.0924 2.5433 -2.0223 0.048
N 4.6180 1.4224 -2.6034 0.065
C 4.0412 0.2888 -2.5823 -0.102
C 2.8374 -0.1749 -1.9061 -0.220
C 2.0526 -1.1593 -2.4974 -0.030
C 0.9001 -1.6093 -1.8842 -0.003
C 0.5066 -1.1116 -0.6464 -0.178
O -0.5929 -1.5251 0.0380 -0.055
C -1.4407 -2.4918 -0.5389 -0.192
C -2.5660 -2.8139 0.3962 -0.046
C -2.6220 -2.4182 1.6647 -0.046
C -3.6825 -2.6972 2.6219 -0.221
C -4.8471 -3.3936 2.2945 -0.036
C -5.8207 -3.6278 3.2459 -0.086
C -5.6563 -3.1731 4.5444 -0.094
C -4.5073 -2.4792 4.8849 -0.087
C -3.5332 -2.2435 3.9341 -0.041
C 1.3044 -0.1251 -0.0308 -0.195
O 1.0209 0.3962 1.2098 -0.081
C -0.2259 1.0540 1.3338 -0.065
C 2.4498 0.3198 -0.6609 0.043
H 3.9108 4.8446 -3.7974 0.094
H 4.8007 6.2571 -3.1674 0.093
H 3.0237 6.3079 -3.3044 0.093
H 1.7873 4.8722 -1.8649 0.133
H 2.6344 4.3395 -0.3909 0.138
H 4.8011 3.2516 -1.8523 0.145
H 4.5602 -0.4520 -3.1829 0.116
H 2.3312 -1.5586 -3.4614 0.115
H 0.3090 -2.3631 -2.3802 0.105
H -1.8526 -2.1179 -1.4896 0.137
H -0.8787 -3.4155 -0.7543 0.136
H -3.3392 -3.4196 -0.0536 0.105
H -1.8014 -1.8287 2.0513 0.109
H -4.9957 -3.7525 1.2877 0.102
H -6.7163 -4.1679 2.9742 0.102
H -6.4201 -3.3581 5.2853 0.100
H -4.3715 -2.1207 5.8951 0.102
H -2.6383 -1.7016 4.2058 0.110
H -0.3062 1.8681 0.6053 0.099
H -0.2432 1.4639 2.3424 0.093
H -1.0659 0.3694 1.1998 0.075
H 3.0509 1.0520 -0.1441 0.133
```

The value obtained for the HOMO energy is -0.3004 Eh. Its SMILES is COCC(=O)N/N=C\c1ccc(OC/C=C/c2ccccc2)c(OC)c1. The calculation puts the HOMO-LUMO gap at 8.94 eV. The value obtained for the LUMO energy is 0.028 Ha.

***

#Q
Formula: C20H22N2O4
Source: the Open Molecules 2025 dataset
Level of theory: the ωB97M-V functional and the def2-TZVPD basis

XYZ file:
```
48
Properties=species:S:1:pos:R:3:lowdin_charge:R:1
C 4.3082 -0.2155 -0.9393 -0.075
C 4.2758 -1.4407 -0.2577 -0.438
O 3.9743 -2.3926 -1.0714 -0.029
C 2.5810 -2.7000 -1.1725 -0.045
C 1.9812 -3.8384 -2.2306 0.069
C 0.7131 -3.8251 -2.3026 -0.241
C -0.1728 -3.0224 -1.8522 -0.061
C 0.2451 -1.9688 -1.0178 -0.030
C -0.6528 -0.9652 -0.3412 -0.388
O -0.4972 -0.7519 0.9731 -0.025
N -1.6839 -0.5641 -0.8893 0.141
C -2.5333 0.4149 -0.6803 -0.141
C -4.0404 0.4463 -1.1974 -0.004
C -4.7944 1.3507 -0.8211 -0.114
C -4.1908 2.6520 -0.3653 0.000
C -2.9259 2.4845 0.0622 -0.128
C -2.1384 1.5331 -0.2167 -0.198
C -0.6127 1.6139 0.0801 -0.151
O 0.1445 1.6872 -1.2306 -0.168
N -0.2222 2.2777 1.1986 0.010
C 1.3736 2.5237 1.5332 0.078
C 1.8365 1.2951 2.5039 -0.141
O 1.0218 1.4819 3.5285 -0.100
C -0.2134 1.3070 3.3402 -0.319
C -0.8069 2.2957 2.4944 -0.161
C 1.6555 -1.9538 -0.4655 0.064
H 4.8249 -0.1391 -1.8884 0.087
H 4.8548 0.6262 -0.2714 0.138
H 3.3316 0.2640 -1.0614 0.075
H 5.2515 -1.7817 -0.1549 0.123
H 3.8526 -1.4115 0.6825 0.116
H 2.8480 -4.3812 -2.7204 0.137
H 0.5111 -4.5052 -2.9416 0.066
H -1.3563 -3.2540 -1.9608 0.177
H -1.7619 -1.0706 -1.8289 0.205
H -4.2088 -0.5662 -1.5373 0.110
H -5.8052 1.1307 -1.0459 0.102
H -4.9658 3.4496 0.0708 0.150
H -2.5293 3.4233 0.4092 0.135
H 1.6596 2.2880 0.3299 0.171
H 1.4132 3.3950 1.7867 0.004
H 2.8156 1.5665 2.7371 0.104
H 1.5701 0.2110 2.1782 0.159
H -0.8253 1.3042 4.3929 0.193
H -0.3936 0.3431 2.9000 0.106
H -1.8773 1.9651 2.2799 0.162
H -1.0274 3.1491 2.7668 0.054
H 1.9028 -1.1057 -0.0948 0.020
```

The value obtained for the HOMO energy is -0.3111 Eh. Its SMILES is CCOc1cccc(C(=O)Nc2ccccc2C(=O)N2CCOCC2)c1. The calculation puts the HOMO-LUMO gap at 8.32 eV. The value obtained for the LUMO energy is -0.005 Ha.

***

Last place for stability: #Q

***

#P
Formula: C2H3NO3S
Source: the Open Molecules 2025 dataset
Level of theory: the ωB97M-V functional and the def2-TZVPD basis

XYZ file:
```
10
Properties=species:S:1:pos:R:3:lowdin_charge:R:1
C -0.9712 0.1015 -0.6165 -0.547
C 0.4691 -0.6266 -0.0470 -0.020
N -0.8254 1.3288 -0.1230 0.010
O -1.7619 -0.4782 -1.2950 0.100
O 1.7158 1.6564 -0.1294 -0.284
O 0.8230 1.2814 2.1051 -0.269
S 0.7466 1.0819 0.7027 0.691
H 0.1190 -1.3454 0.6490 0.077
H 1.0622 -0.8153 -0.9016 0.077
H -1.5098 2.0739 0.1715 0.167
```

The value obtained for the HOMO energy is -0.3825 Eh. The calculation puts the HOMO-LUMO gap at 10.83 eV. The value obtained for the LUMO energy is 0.015 Ha.

***

#Q
Formula: C2H3NO3S
Source: the Open Molecules 2025 dataset
Level of theory: the ωB97M-V functional and the def2-TZVPD basis

XYZ file:
```
10
Properties=species:S:1:pos:R:3:lowdin_charge:R:1
C -1.0829 0.6337 -1.1592 -0.397
C 0.8542 0.2849 1.4048 0.102
N -0.4204 1.6561 -1.0540 0.219
O 1.3386 -1.0198 -0.9780 -0.232
O 0.0028 -2.1144 0.7372 -0.258
O -0.9706 -0.4390 -0.3536 -0.193
S 0.5023 -0.9300 0.1450 0.575
H -1.9017 0.7034 -1.9789 0.167
H 1.6118 0.8911 1.2320 0.005
H 0.0657 0.3341 2.0046 0.012
```

The value obtained for the HOMO energy (spin up / spin down) is -0.4015 / -0.3989 Eh. The calculation puts the HOMO-LUMO gap (spin up / spin down) at 8.82 / 9.52 eV. The value obtained for the LUMO energy (spin up / spin down) is -0.077 / -0.049 Ha.

***

#R
Formula: C2H3NO3S
Source: the Open Molecules 2025 dataset
Level of theory: the ωB97M-V functional and the def2-TZVPD basis

XYZ file:
```
10
Properties=species:S:1:pos:R:3:lowdin_charge:R:1
C -0.8136 0.9669 -1.3854 -0.078
S 0.4238 -0.1524 -1.5413 0.819
O 1.3400 -0.0716 -2.6595 -0.318
O 0.7922 -0.8687 -0.3234 -0.348
H -1.5325 0.7875 -0.7182 -0.017
H -1.0232 1.4816 -2.1857 -0.027
N 0.7308 -0.4613 2.5970 0.178
C -0.2793 -0.4754 1.9775 -0.500
O -1.4098 -0.4290 1.7296 0.139
H 1.7715 -0.7777 2.5095 0.152
```

The value obtained for the HOMO energy (spin up / spin down) is -0.3796 / -0.3796 Eh. Its SMILES is C=S(=O)=O.N=C=O. The calculation puts the HOMO-LUMO gap (spin up / spin down) at 9.35 / 9.35 eV. The value obtained for the LUMO energy (spin up / spin down) is -0.036 / -0.036 Ha.

***

Last place for stability: #Q

***

#P
Formula: C13H16N2O5
Source: the Open Molecules 2025 dataset
Level of theory: the ωB97M-V functional and the def2-TZVPD basis

XYZ file:
```
36
Properties=species:S:1:pos:R:3:lowdin_charge:R:1
N 3.3227 1.4908 -0.0811 0.057
C 3.1239 0.0530 -0.4835 -0.278
C 3.8415 -0.9928 0.2198 -0.058
C 5.4638 -0.8703 0.3810 -0.516
O 6.2114 -1.3153 1.1377 0.152
O 5.8553 0.0662 -0.4753 0.071
C 1.5668 -0.3722 -0.3309 -0.474
O 1.3218 -1.4510 0.0395 0.111
N 0.7457 0.6012 -0.6664 0.065
C -0.6526 0.8038 -0.7291 -0.162
C -1.4402 -0.5509 -0.7854 -0.095
C -2.8505 -0.5582 -0.4080 -0.239
C -3.8243 0.4109 -0.7161 -0.063
C -5.0934 0.1616 -0.3938 -0.120
C -5.5669 -0.8670 0.4111 -0.117
C -4.6384 -1.7088 0.9002 -0.097
C -3.3155 -1.5623 0.4493 -0.031
C -0.9354 1.5602 0.6506 -0.362
O -2.0265 1.6700 1.2776 0.079
O 0.1637 2.2692 0.9883 0.070
H 4.2082 1.7253 -0.3492 0.014
H 3.0600 1.8448 0.8680 0.107
H 3.3251 0.1202 -1.5585 0.152
H 3.5041 -1.9425 -0.1670 0.120
H 3.4925 -0.9966 1.2727 0.141
H 6.7990 0.3569 -0.3512 0.156
H 1.1878 1.5502 -0.4482 0.142
H -0.9151 1.4630 -1.6222 0.180
H -0.9953 -1.3986 -0.2772 0.101
H -1.2429 -0.8118 -1.8154 0.129
H -3.4413 1.2971 -1.1886 0.112
H -5.9020 0.9708 -0.5091 0.131
H -6.6560 -0.8968 0.6425 0.118
H -4.9607 -2.5286 1.5654 0.113
H -2.5223 -2.3044 0.7503 0.127
H -0.2136 2.7129 1.8023 0.163
```

The value obtained for the HOMO energy is -0.3258 Eh. Its SMILES is N[C@@H](CC(=O)O)C(=O)N[C@@H](Cc1ccccc1)C(=O)O. The calculation puts the HOMO-LUMO gap at 9.21 eV. The value obtained for the LUMO energy is 0.013 Ha.

***

#Q
Formula: C13H16N2O5
Source: the Open Molecules 2025 dataset
Level of theory: the ωB97M-V functional and the def2-TZVPD basis

XYZ file:
```
36
Properties=species:S:1:pos:R:3:lowdin_charge:R:1
C -0.0360 5.2808 -0.1184 -0.096
C 0.7548 4.0423 -0.5218 -0.215
C -0.0004 2.7380 -0.2418 -0.240
C -0.0959 2.4320 1.2631 -0.135
C -0.8746 1.1451 1.5425 -0.085
C -0.0250 -0.0825 1.2486 -0.478
O 1.1616 -0.1187 1.4844 0.080
N -0.7406 -1.1322 0.7462 0.133
C -0.2683 -2.3630 0.3032 -0.197
C 1.0468 -2.7915 0.4958 0.010
C 1.4548 -4.0310 0.0335 -0.053
C 0.5729 -4.8720 -0.6193 -0.005
C -0.7361 -4.4436 -0.8022 -0.153
N -1.6785 -5.3033 -1.4731 -0.362
O -1.2714 -6.3623 -1.8998 0.084
O -2.8252 -4.9183 -1.5674 0.078
C -1.1633 -3.2044 -0.3515 0.068
C 0.6778 1.5589 -0.9076 -0.522
O 0.0865 0.6272 -1.3957 0.111
O 2.0035 1.6332 -0.8778 0.132
H -1.0069 5.2925 -0.6091 0.077
H -0.1911 5.3204 0.9564 0.065
H 0.5050 6.1766 -0.4124 0.072
H 0.9677 4.0950 -1.5917 0.119
H 1.7094 4.0222 0.0046 0.118
H -1.0131 2.8025 -0.6547 0.155
H -0.5908 3.2663 1.7596 0.114
H 0.9110 2.3273 1.6719 0.129
H -1.1298 1.1041 2.6051 0.130
H -1.7990 1.1274 0.9641 0.121
H -1.7068 -0.9529 0.5102 0.146
H 1.7414 -2.1438 1.0039 0.103
H 2.4758 -4.3431 0.1891 0.110
H 0.8715 -5.8417 -0.9843 0.117
H -2.1882 -2.9095 -0.5224 0.125
H 2.4008 0.8219 -1.2314 0.144
```

The value obtained for the HOMO energy is -0.3310 Eh. Its SMILES is CC[C@H](CCC(=O)Nc1cccc([N+](=O)[O-])c1)C(=O)O. The calculation puts the HOMO-LUMO gap at 8.60 eV. The value obtained for the LUMO energy is -0.015 Ha.

***

Last place for stability: #P